Formula: C18H12Br2F2O4Pd
Source: OMol25
Level of theory: ωB97M-V/def2-TZVPD

Net charge = -2
HOMO-LUMO gap (spin up / spin down) = 6.1 / 6.1 eV
E_LUMO (spin up / spin down) = 4.3 / 4.3 eV
E_HOMO (spin up / spin down) = -1.84 / -1.79 eV
Largest force on an atom = 1.2 eV Å⁻¹
Multiplicity = 3
Energy above the lowest of the compared OMol25 structures with the same formula, charge and spin = 0.0 kcal per mole
⟨S²⟩ = 2.005
Energy = -6469.81588 a.u.

Positions of all 39 atoms, in Å:
Pd: 0.4764 -1.6350 2.2476
Br: -0.9635 -2.8602 4.0873
Br: 2.4176 -0.2987 3.4557
C: -1.6286 -2.9901 -1.1764
C: -0.8400 -2.7978 -0.0710
C: 0.3833 -3.6856 0.1784
O: 1.1568 -3.3379 1.1335
C: 0.6382 -4.7289 -0.6714
C: -0.1715 -4.9887 -1.8210
C: -1.3806 -4.0655 -2.0856
O: -2.0978 -4.3047 -3.0512
O: 0.0551 -5.8873 -2.6140
O: -1.0732 -1.9063 0.8143
H: -2.4378 -2.3043 -1.3936
H: 1.4584 -5.4068 -0.4740
F: 1.3593 -0.4024 0.2830
C: 1.6220 0.6007 -0.5653
C: 2.7507 1.3662 -0.3464
C: 2.9979 2.4258 -1.2133
C: 2.1102 2.7028 -2.2426
C: 1.0054 1.8901 -2.4529
C: 0.7501 0.8238 -1.6016
H: 3.3489 1.1669 0.5342
H: 3.8268 3.0885 -0.9985
H: 2.3352 3.4846 -2.9605
H: 0.3111 2.0487 -3.2682
H: -0.0924 0.1567 -1.7381
F: -0.7309 0.3231 2.5069
C: -1.0901 1.4988 1.9707
C: -0.6930 2.6587 2.6100
C: -1.0969 3.8607 2.0657
C: -1.9465 3.8898 0.9590
C: -2.3219 2.7015 0.3517
C: -1.8726 1.4813 0.8411
H: -0.1331 2.5756 3.5316
H: -0.8592 4.7848 2.5802
H: -2.3669 4.8369 0.6446
H: -3.0488 2.7014 -0.4522
H: -2.1578 0.5329 0.4024

Atoms 1-3, force components in eV/Å:
Pd 0.2 -1.1 0.5
Br 0.3 0.2 -0.2
Br 0.0 -0.1 0.0



Formula: C3H4LiO3Rb
Source: OMol25
Level of theory: ωB97M-V/def2-TZVPD

Net charge = +1
HOMO-LUMO gap (spin up / spin down) = 6.4 / 7.5 eV
E_LUMO (spin up / spin down) = -3.9 / -3.9 eV
E_HOMO (spin up / spin down) = -10.25 / -11.34 eV
Largest force on an atom = 4.9 eV Å⁻¹
Multiplicity = 2
Energy above the lowest of the compared OMol25 structures with the same formula, charge and spin = 46.3 kcal per mole
⟨S²⟩ = 0.757
Energy = -373.80674 a.u.

Positions of all 12 atoms, in Å:
O: -0.0823 -0.2873 -0.5579
C: 0.2570 -1.6253 -0.3795
C: 1.5003 -2.0653 -1.0853
O: 3.6227 -1.7516 0.1428
C: 3.6355 -0.5671 0.2246
O: 3.1216 0.4527 -0.0640
Rb: -3.4432 0.9289 -0.2563
Li: 1.2595 0.8882 -0.7218
H: -0.5509 -2.3069 -0.7359
H: 0.3729 -1.8616 0.6992
H: 1.7563 -1.5582 -2.0222
H: 1.7030 -3.1394 -1.1143

Atoms 1-3, force components in eV/Å:
O 0.0 0.7 -0.1
C 0.1 0.2 0.2
C -0.8 -0.5 -0.9



Formula: C5H4N2
Source: OMol25
Level of theory: ωB97M-V/def2-TZVPD

Net charge = 0
HOMO-LUMO gap = 10.6 eV
E_LUMO = 0.7 eV
E_HOMO = -9.98 eV
Largest force on an atom = 1.0 eV Å⁻¹
Multiplicity = 1
Energy above the lowest of the compared OMol25 structures with the same formula, charge and spin = 77.8 kcal per mole
Energy = -302.30434 a.u.

Positions of all 11 atoms, in Å:
C: -0.1056 2.3421 1.1295
C: 0.0148 1.4103 0.3772
C: 0.2946 0.4052 -0.6209
N: 1.2798 -0.6504 -0.3451
C: -0.1002 -1.0265 -0.5870
C: -1.0031 -1.7485 0.2746
N: -1.7834 -2.5646 0.5211
H: -0.2069 3.1716 1.7959
H: 0.3506 0.7960 -1.6346
H: 1.5085 -0.6538 0.6472
H: -0.2490 -1.4814 -1.5579

Atoms 1-3, force components in eV/Å:
C 0.0 -0.4 -0.2
C -0.1 0.3 0.3
C 0.0 0.2 -0.1



Formula: C32H29BrMoN3OP
Source: OMol25
Level of theory: ωB97M-V/def2-TZVPD

Net charge = +2
HOMO-LUMO gap (spin up / spin down) = 6.7 / 6.5 eV
E_LUMO (spin up / spin down) = -7.1 / -7.3 eV
E_HOMO (spin up / spin down) = -13.82 / -13.80 eV
Largest force on an atom = 0.4 eV Å⁻¹
Multiplicity = 3
Energy above the lowest of the compared OMol25 structures with the same formula, charge and spin = 0.0 kcal per mole
⟨S²⟩ = 2.023
Energy = -4459.41771 a.u.

Positions of all 68 atoms, in Å:
Mo: -0.4596 0.1772 -0.6440
C: 0.0441 -3.8278 1.4342
C: -0.4091 -2.5660 0.7958
N: 0.3554 -1.6877 0.2512
N: 1.7087 -1.8468 0.2116
C: 2.2453 -0.7549 -0.2440
O: 1.4634 0.2856 -0.5609
C: 3.6824 -0.5893 -0.3946
C: 4.1970 0.6240 -0.8584
C: 5.5643 0.7787 -0.9981
C: 6.4173 -0.2705 -0.6809
C: 5.9068 -1.4798 -0.2224
C: 4.5422 -1.6441 -0.0774
C: -1.8272 -2.1637 0.7502
C: -2.8652 -2.9306 1.2445
C: -4.1667 -2.4606 1.1513
C: -4.4034 -1.2259 0.5636
C: -3.3268 -0.5005 0.0927
N: -2.0674 -0.9556 0.1836
H: 1.1234 -3.9140 1.3643
H: -0.4169 -4.6927 0.9532
H: -0.2517 -3.8261 2.4855
H: 3.5295 1.4354 -1.1144
H: 5.9667 1.7154 -1.3584
H: 7.4860 -0.1469 -0.7942
H: 6.5769 -2.2934 0.0183
H: 4.1337 -2.5809 0.2749
H: -2.6539 -3.8891 1.6971
H: -4.9874 -3.0543 1.5308
H: -5.4017 -0.8256 0.4624
H: -3.4598 0.4666 -0.3777
Br: -0.5638 -1.2850 -2.8664
C: -1.1870 0.1377 -3.9899
C: -1.4182 -0.1284 -5.3047
C: -1.8552 0.9246 -6.1338
C: -2.0278 2.1747 -5.6122
C: -1.7776 2.4354 -4.2432
C: -1.9413 3.7356 -3.7084
C: -1.6864 3.9963 -2.3912
C: -1.2669 2.9547 -1.5476
C: -1.0895 1.6465 -1.9869
C: -1.3478 1.3955 -3.3821
H: -1.2683 -1.1185 -5.7130
H: -2.0440 0.7290 -7.1798
H: -2.3567 2.9891 -6.2448
H: -2.2697 4.5273 -4.3709
H: -1.8050 4.9962 -1.9968
H: -1.0688 3.2113 -0.5140
C: -1.9274 2.2373 2.1034
P: -0.4117 1.4005 1.5700
C: 0.8991 2.6455 1.6614
C: -0.0343 0.1682 2.8357
C: -1.0633 -0.4774 3.5217
C: -0.7679 -1.4700 4.4457
C: 0.5525 -1.8286 4.6810
C: 1.5793 -1.1955 3.9931
C: 1.2902 -0.1998 3.0730
H: -2.7783 1.5582 2.0753
H: -2.1343 3.0796 1.4444
H: -1.8042 2.6071 3.1220
H: 1.0028 3.0106 2.6833
H: 0.6535 3.4839 1.0093
H: 1.8416 2.2184 1.3235
H: -2.0980 -0.1969 3.3611
H: -1.5689 -1.9470 4.9954
H: 0.7828 -2.5927 5.4117
H: 2.6089 -1.4680 4.1820
H: 2.1052 0.2885 2.5529

Atoms 1-3, force components in eV/Å:
Mo 0.3 0.0 0.2
C 0.0 0.0 0.0
C 0.1 0.0 0.0



Formula: C8H10BrNSn
Source: OMol25
Level of theory: ωB97M-V/def2-TZVPD

Net charge = 0
HOMO-LUMO gap (spin up / spin down) = 5.8 / 5.6 eV
E_LUMO (spin up / spin down) = -1.8 / -1.7 eV
E_HOMO (spin up / spin down) = -7.53 / -7.35 eV
Largest force on an atom = 3.9 eV Å⁻¹
Multiplicity = 1
Energy above the lowest of the compared OMol25 structures with the same formula, charge and spin = 0.0 kcal per mole
Energy = -3153.65519 a.u.

Positions of all 21 atoms, in Å:
C: 0.9629 -1.3302 -0.9368
C: -0.4404 -1.2039 -1.1632
C: -1.1284 -1.8224 -0.0749
C: -0.1428 -2.3151 0.8528
C: 1.1607 -2.0134 0.3053
Sn: 0.0010 0.2281 1.3034
C: -1.6555 1.6972 -0.0388
C: -0.4648 1.9784 -0.6206
C: 0.4677 2.5645 -1.3456
N: 1.7447 1.2351 1.1536
H: -2.1902 -2.0633 -0.0451
H: -0.9015 -0.8077 -2.0618
H: -0.3335 -3.0529 1.6349
H: 2.1051 -2.4441 0.6531
H: 1.7484 -1.0673 -1.6498
H: -2.3927 1.0166 -0.4932
H: 2.7254 1.5784 1.3111
H: -1.9667 2.1877 0.9033
H: 0.1919 3.3585 -2.0473
H: 1.5237 2.2930 -1.2281
Br: -1.0153 -0.0175 3.5875

Atoms 1-3, force components in eV/Å:
C -0.6 -0.9 0.2
C 0.9 -0.6 0.4
C 0.3 0.9 -0.2



Formula: C12H40BInO11
Source: OMol25
Level of theory: ωB97M-V/def2-TZVPD

Net charge = +2
HOMO-LUMO gap = 2.6 eV
E_LUMO = -12.2 eV
E_HOMO = -14.84 eV
Largest force on an atom = 2.1 eV Å⁻¹
Multiplicity = 1
Energy above the lowest of the compared OMol25 structures with the same formula, charge and spin = 0.0 kcal per mole
Energy = -1522.88900 a.u.

Positions of all 65 atoms, in Å:
In: 2.7586 -1.0434 -1.1279
B: 0.3041 0.2905 -0.1164
H: 0.0219 -0.4512 -0.9834
H: 0.7794 1.2576 -0.5282
H: -0.7153 0.5077 0.4127
H: 1.0537 -0.2676 0.5681
C: -4.9806 -0.7885 2.4105
C: -3.5185 -0.5596 2.7260
O: -3.0060 -1.7921 3.1612
H: -5.4820 0.1112 2.0330
H: -5.6121 -1.0226 3.2654
H: -5.1156 -1.4910 1.5881
H: -3.4185 0.1531 3.5627
H: -2.9600 -0.1220 1.8815
H: -2.0893 -1.7240 3.4553
C: -2.6965 1.1224 -1.9230
C: -2.9536 -0.2643 -2.6067
O: -2.4342 -1.3266 -1.8222
O: -1.3928 1.5470 -2.1366
H: -3.0270 1.1136 -0.8792
H: -3.3360 1.8825 -2.3828
H: -2.5307 -0.3107 -3.6112
H: -4.0129 -0.5204 -2.5508
H: -1.4600 -1.2701 -1.8187
H: -0.8535 1.0715 -1.4734
C: 3.2157 2.3746 0.3202
C: 3.8837 2.5550 -1.0078
O: 3.3115 1.6966 -2.0106
O: 3.1853 0.9717 0.6543
H: 2.1710 2.6946 0.2204
H: 3.6464 2.9496 1.1374
H: 4.9225 2.2115 -0.9205
H: 3.9319 3.5803 -1.3725
H: 3.4217 2.1645 -2.8437
H: 2.9089 0.8941 1.5739
C: 1.5606 -3.1035 1.8083
C: 2.9513 -2.8269 2.2780
O: 3.5644 -1.6779 1.6919
O: 1.4820 -3.4013 0.4067
H: 0.8564 -2.3029 2.0594
H: 1.2384 -4.0360 2.2822
H: 3.5844 -3.7133 2.1426
H: 2.9910 -2.7635 3.3705
H: 4.2650 -1.3851 2.2837
H: 0.7364 -3.9942 0.2904
C: 0.4556 -0.7258 -4.1263
C: 0.2236 -2.1820 -3.8185
O: 0.5340 -2.4372 -2.4292
O: 1.7993 -0.3578 -3.8384
H: -0.1955 -0.1165 -3.4895
H: 0.1563 -0.5003 -5.1498
H: 0.9155 -2.8025 -4.3954
H: -0.8164 -2.4801 -3.9670
H: 0.1599 -3.2982 -2.2127
H: 2.1728 0.0463 -4.6292
C: -0.6240 3.4474 2.1187
C: -0.9407 2.2300 2.9958
O: 0.0182 1.2139 2.8315
O: -0.9252 3.2959 0.7541
H: 0.4577 3.6174 2.1498
H: -1.1521 4.3331 2.4677
H: -1.9467 1.8016 2.9146
H: -0.9398 2.5521 4.0404
H: 0.1069 0.9332 1.8954
H: -0.6107 2.4388 0.4192

Atoms 1-3, force components in eV/Å:
In -1.6 1.1 0.8
B 1.6 0.2 -0.2
H -0.9 -0.8 -1.6